{
  "formula": "C4H8FP",
  "method": "ωB97M-V/def2-TZVPD",
  "elements": ["C", "C", "C", "F", "P", "C", "H", "H", "H", "H", "H", "H", "H", "H"],
  "positions_angstrom": [[-2.267, 0.148, 0.614], [-1.519, -0.393, -0.675], [0.174, 0.006, -0.477], [0.425, 1.282, -0.692], [1.274, -1.114, 0.050], [2.882, -0.105, 0.140], [-1.786, -0.279, 1.489], [-3.345, 0.102, 0.663], [-1.951, 1.163, 0.530], [-1.760, 0.298, -1.491], [-1.658, -1.456, -0.958], [2.625, 0.610, 1.036], [3.719, -0.700, 0.486], [3.188, 0.438, -0.713]],
  "forces_ev_per_a": [[1.8059, -0.7449, -1.2471], [2.3488, 1.2962, 0.8429], [-3.4024, -1.9489, 0.1144], [-0.1213, 0.8412, -0.3320], [0.9702, -0.1867, -0.3415], [-1.6574, 0.5742, 3.0194], [-0.2805, -0.0992, 0.1994], [-0.1929, -0.3139, -0.3022], [-0.2113, 1.0949, 0.6504], [-0.2072, -0.5545, -0.1730], [0.2687, 0.7333, 0.2822], [0.7930, -0.9366, -1.7825], [-0.0620, -0.3794, -0.0039], [-0.0515, 0.6244, -0.9265]],
  "nbo_charge": [-0.617, -0.421, 0.019, -0.343, 0.536, -0.929, 0.212, 0.216, 0.206, 0.206, 0.222, 0.231, 0.231, 0.232],
  "lumo_energy_ev": 0.8962,
  "smiles": "CC/C(F)=P/C",
  "fmax_ev_per_a": 3.92,
  "orbital_gap_ev": 9.83,
  "homo_ev": -8.93,
  "de_lowest_ev": 0.734,
  "e_tot_ha": -598.3473
}